ORCA calculation (ωB97M-V with the def2-TZVPD basis set) on a cluster of 2 separate species, C21H23N5O3S in total.

Cartesian coordinates (Å):
1 C -0.61331 -7.78469 -1.97396
2 N -0.44142 -6.37775 -1.61499
3 C -1.23229 -5.38762 -2.05134
4 O -2.18422 -5.60027 -2.79460
5 C -0.88978 -3.96767 -1.55697
6 C -1.30193 -3.76883 -0.08198
7 C -0.95733 -2.46204 0.62065
8 C -0.07615 -1.51026 0.06443
9 C 0.23904 -0.33844 0.77408
10 C -0.30621 -0.11158 2.05298
11 O 0.02116 1.01628 2.73529
12 C -1.17749 -1.06536 2.62005
13 C -1.50026 -2.23333 1.90170
14 N -1.32912 -2.87238 -2.44741
15 C -2.54382 -2.43323 -2.78453
16 C -3.79284 -2.86889 -2.04585
17 O -2.64152 -1.60553 -3.67754
18 H -1.65599 -8.07880 -1.83501
19 H -0.34940 -7.93233 -3.02294
20 H 0.02121 -8.41534 -1.34964
21 H 0.32166 -6.14019 -1.00165
22 H 0.19929 -3.92433 -1.56421
23 H -0.82896 -4.56188 0.49866
24 H -2.37430 -3.93413 0.00875
25 H 0.37366 -1.66285 -0.90399
26 H 0.90785 0.38891 0.34646
27 H -0.49193 1.11620 3.53789
28 H -1.59452 -0.90217 3.60156
29 H -2.16676 -2.96408 2.33946
30 H -0.61142 -2.44902 -3.01186
31 H -3.77360 -2.45063 -1.04289
32 H -4.66208 -2.48260 -2.57571
33 H -3.85608 -3.95199 -2.00995
34 C 1.41189 3.39209 0.66066
35 C 2.50768 4.41392 0.82656
36 C 3.84040 3.98125 0.91753
37 C 4.88241 4.90051 1.06602
38 C 4.60029 6.26647 1.11685
39 C 3.27770 6.71060 1.02073
40 C 2.22196 5.79534 0.88077
41 C 0.84644 6.30243 0.80403
42 N 0.01647 6.26072 1.80811
43 C -1.09414 6.85139 1.25974
44 S -2.51997 7.09945 2.09474
45 N -0.89169 7.22395 -0.05218
46 N 0.31019 6.88830 -0.33024
47 H 0.64035 3.52722 1.42449
48 H 1.81196 2.38132 0.76386
49 H 0.94994 3.48618 -0.32649
50 H 4.07428 2.92159 0.87629
51 H 5.90888 4.55287 1.13973
52 H 5.40707 6.98514 1.23019
53 H 3.06674 7.77609 1.06365

As for the energy relative to the best compared isomer or geometry (same formula, charge and spin): 109.9 kcal/mol. The LUMO energy comes out at -3.081 eV. Its SMILES is CNC(=O)[C@H](Cc1ccc(O)cc1)NC(C)=O.Cc1ccccc1C1=NC(=S)N=N1. Its spin multiplicity is 1. The orbital gap comes out at 5.63 eV. The value obtained for the HOMO energy is -0.32012 Ha.

---

ORCA calculation (ωB97M-V with the def2-TZVPD basis set) on a structure of composition C14H19BrPr.

Cartesian coordinates (Å):
1 C 0.24154 2.27830 1.51679
2 C 0.44953 0.97360 2.07607
3 C 1.53758 0.40050 1.36939
4 H -0.15420 0.47171 2.83689
5 C 1.97444 1.30391 0.35379
6 C 1.17076 2.48116 0.44296
7 H 1.28927 3.38003 -0.17370
8 H -0.46782 3.02349 1.86393
9 H 2.00903 -0.54646 1.59453
10 H 2.76977 1.08417 -0.35792
11 Pr -0.86592 0.57599 -0.21536
12 Br -2.72950 -0.98656 1.15363
13 C -2.58880 1.47835 -2.03798
14 C -1.75891 2.61466 -2.31595
15 C -1.87073 3.52736 -1.22511
16 H -1.26861 2.83483 -3.27207
17 C -2.72179 2.94868 -0.24519
18 C -3.18893 1.69132 -0.74486
19 H -3.87201 1.01101 -0.23073
20 H -2.78986 0.64201 -2.71468
21 H -1.50354 4.56023 -1.22421
22 H -3.10046 3.45669 0.64154
23 C 0.70576 -4.11191 0.44906
24 C 1.33517 -2.72475 0.41487
25 C 2.76481 -2.70240 -0.15982
26 C 0.39528 -1.86221 -0.38031
27 H 0.70729 -4.57849 -0.54205
28 H -0.33129 -4.06484 0.78533
29 H 1.21940 -4.76639 1.15546
30 H 1.38735 -2.35464 1.46039
31 H 2.80388 -3.06929 -1.19650
32 H 3.17920 -1.68619 -0.12155
33 H 3.42934 -3.31157 0.46793
34 H -0.62313 -1.90243 0.03938
35 H 0.46610 -2.06988 -1.46391

The LUMO energy (alpha / beta) comes out at 2.798 / 2.800 eV. Its spin multiplicity is 3. The orbital gap (alpha / beta) comes out at 5.77 / 5.79 eV. The expectation value of S² is 2.007. Its charge is -1. The value obtained for the HOMO energy (alpha / beta) is -0.10925 / -0.10986 Ha.

---

ORCA calculation (ωB97M-V with the def2-TZVPD basis set) on the molecule C19H28N2O3S2.

Cartesian coordinates (Å):
1 C -5.92207 -3.26460 -0.49377
2 C -4.81386 -2.29631 -0.21868
3 C -3.52861 -2.74749 0.06029
4 C -2.52228 -1.84157 0.33887
5 C -2.78878 -0.48526 0.33775
6 S -1.43516 0.62685 0.70268
7 O -1.80365 1.55361 1.73067
8 O -0.26101 -0.17909 0.91956
9 N -1.34471 1.47107 -0.75740
10 C -0.57129 0.77466 -1.75725
11 C 0.94372 0.86941 -1.46762
12 N 1.20917 2.06866 -0.70768
13 C 1.96215 2.17864 0.41383
14 O 2.05654 3.23191 1.01327
15 C 2.68735 0.94344 0.89664
16 S 3.86835 0.28666 -0.32878
17 C 4.40528 -1.21030 0.59508
18 C 5.58773 -1.86191 -0.13240
19 C 4.97826 -3.05392 -0.86460
20 C 3.93871 -3.56117 0.12975
21 C 3.29933 -2.27606 0.66208
22 C 0.38485 3.19077 -1.09743
23 C -1.06909 2.89562 -0.69283
24 C -4.06175 -0.00049 0.06140
25 C -4.34774 1.46424 0.04509
26 C -5.05914 -0.92860 -0.21282
27 H -5.53470 -4.19170 -0.90845
28 H -6.64688 -2.84073 -1.18441
29 H -6.44186 -3.50170 0.43470
30 H -3.31784 -3.80632 0.06281
31 H -1.51926 -2.16581 0.56736
32 H -0.81500 1.20909 -2.73110
33 H -0.89216 -0.26809 -1.75136
34 H 1.25345 -0.00187 -0.89817
35 H 1.50960 0.89640 -2.40792
36 H 1.95597 0.16995 1.13840
37 H 3.25158 1.21867 1.78885
38 H 4.69245 -0.84980 1.58416
39 H 6.31992 -2.20862 0.59879
40 H 6.07833 -1.16039 -0.80503
41 H 4.48707 -2.71527 -1.77753
42 H 5.71982 -3.80764 -1.12393
43 H 4.43589 -4.09754 0.93985
44 H 3.20666 -4.22681 -0.32491
45 H 2.91230 -2.39661 1.67329
46 H 2.46712 -1.98824 0.01786
47 H 0.75625 4.07984 -0.58702
48 H 0.46998 3.32691 -2.18020
49 H -1.76714 3.42404 -1.35268
50 H -1.25329 3.19993 0.33803
51 H -5.41806 1.64870 0.09405
52 H -3.95750 1.90521 -0.87110
53 H -3.85269 1.94955 0.88166
54 H -6.05743 -0.57357 -0.42661

As for the energy relative to the best compared isomer or geometry (same formula, charge and spin): 7.7 kcal/mol. The LUMO energy comes out at 0.572 eV. Its SMILES is Cc1ccc(S(=O)(=O)N2CCN(C(=O)CSC3CCCC3)CC2)c(C)c1. Its spin multiplicity is 1. The orbital gap comes out at 8.97 eV. The value obtained for the HOMO energy is -0.30849 Ha.

---

ORCA calculation (ωB97M-V with the def2-TZVPD basis set) on a cluster of 5 separate species, CH14N2O4 in total.

Cartesian coordinates (Å):
1 N 0.96532 -2.69105 1.07902
2 C 1.32978 -1.99497 -0.16008
3 N 0.49290 -0.90721 -0.59635
4 H 0.92431 -2.09541 1.97770
5 H 1.56176 -3.53588 1.24705
6 H 2.33535 -1.62297 -0.22036
7 H 1.34936 -2.88751 -0.81429
8 H -0.53856 -1.17330 -0.49914
9 H 0.44796 -0.01794 -0.08892
10 O 0.72769 2.71093 -0.20615
11 H 1.53916 3.10619 0.00412
12 H 0.80451 2.18484 -1.07518
13 O 0.91790 1.16915 -2.59703
14 H 0.30296 1.10781 -3.25366
15 H 1.08704 0.30345 -2.16144
16 O -1.69501 2.15641 0.90114
17 H -1.88071 2.56324 1.82596
18 H -0.91005 2.52839 0.47137
19 O -2.37589 -1.20494 1.49306
20 H -2.56143 -0.32876 1.86494
21 H -3.24548 -1.62682 1.57551

As for the energy relative to the best compared isomer or geometry (same formula, charge and spin): 27.0 kcal/mol. The LUMO energy comes out at 0.784 eV. Its SMILES is NCN.O.O.O.O. Its spin multiplicity is 1. The orbital gap comes out at 9.82 eV. The value obtained for the HOMO energy is -0.33190 Ha.